# 1
Molecular formula: C5H25NO8
Method: DFT, wB97M-V/def2-TZVPD

XYZ file:
```
39
Properties=species:S:1:pos:R:3:forces:R:3:lowdin_charge:R:1
N 1.593906 1.077910 -0.581088 2.53 1.43 -1.76 -0.04
C 1.636782 2.070164 0.506086 -2.10 -2.15 1.56 -0.17
C 2.063971 1.289904 1.757698 0.59 0.06 2.17 -0.16
C 2.174021 -0.189160 1.457579 2.47 0.70 -3.29 -0.12
C 2.098910 -0.225009 -0.142911 -1.67 -1.43 0.94 -0.27
C 0.936243 -1.197509 -0.446109 -0.73 -0.16 -2.04 -0.24
O 1.318582 -2.531159 -0.225934 0.35 -0.71 0.48 -0.08
H 2.218960 1.474406 -1.336226 -1.08 -0.94 0.89 0.15
H 0.584987 2.351468 0.676311 0.63 0.69 -0.12 0.08
H 2.312523 2.869851 0.381044 0.37 1.10 -0.58 0.10
H 1.425484 1.303820 2.658523 -0.27 0.89 -0.63 0.11
H 3.011546 1.724032 2.133127 -0.23 -0.51 -0.29 0.11
H 3.146621 -0.620604 1.681021 0.06 0.11 0.53 0.11
H 1.442081 -0.835761 1.838496 -1.29 -0.49 0.84 0.07
H 3.048894 -0.656699 -0.596761 -1.14 0.95 0.30 0.16
H -0.066342 -0.981115 0.026628 1.33 0.29 0.17 0.12
H 0.663042 -1.255828 -1.533623 0.48 0.78 0.59 0.13
H 1.383608 -2.704146 0.712325 0.06 -0.22 0.34 0.10
H -1.472047 1.277414 -0.387572 -0.35 0.10 -0.63 0.01
H -0.420481 1.710535 -1.421003 -0.22 -0.30 -0.10 0.03
O -1.381737 1.699544 -1.270353 0.70 0.19 0.34 -0.09
H -1.690760 -3.106253 -0.696356 -0.35 -0.34 0.08 0.02
H -1.957097 -1.782436 -1.312404 -1.07 -0.94 0.83 0.06
O -2.384501 -2.413882 -0.656261 1.40 1.42 -1.20 -0.08
H -0.463537 -0.373122 3.439882 0.16 -0.64 -0.40 0.01
H -1.728075 -0.486491 2.383200 1.19 0.30 0.68 0.02
O -1.317462 -0.054363 3.166497 -1.11 0.48 -0.07 -0.07
H -1.238399 3.934277 1.400611 -0.09 0.23 -1.12 0.05
H -0.867465 3.428166 -0.029347 -0.77 0.61 0.28 -0.01
O -1.331773 4.152763 0.443732 0.57 -0.62 0.87 -0.09
H 0.360957 -3.441628 -1.289875 -0.70 -1.25 0.04 0.03
H -0.546736 -3.545569 -2.473143 -0.41 -0.03 -1.00 0.03
O -0.369721 -4.021981 -1.671254 1.11 0.91 0.86 -0.07
H -3.193122 0.299455 0.982675 -1.54 -0.37 0.24 0.07
H -2.221141 -0.755872 0.210957 -1.08 -1.39 -0.14 -0.01
O -2.369166 0.096827 0.593483 2.11 1.38 0.28 -0.03
H -2.153392 0.842893 -3.148817 0.63 0.01 -0.24 0.02
H -2.401301 -0.574058 -3.464374 -0.09 -0.39 -0.33 0.01
O -1.846863 0.149217 -3.766465 -0.48 0.29 0.63 -0.07
```
Forces are in eV/Å.

Output
ΔE to the lowest compared entry with this formula, charge and spin (eV): 2.997
E_LUMO (eV): 0.2
Frontier orbital gap (eV): 10.06
Calculated total energy (a.u.): -862.123672

# 2
Molecular formula: C19H39O3P3SSn
Method: DFT, wB97M-V/def2-TZVPD

XYZ file:
```
66
Properties=species:S:1:pos:R:3:forces:R:3:lowdin_charge:R:1
P -2.477678 1.544267 -1.255201 -1.85 0.17 0.74 0.88
C -3.600291 2.264168 -0.065237 -0.13 -0.01 0.09 -0.17
H -4.175431 3.031724 -0.602125 0.01 -0.13 0.24 0.09
H -3.028971 2.720763 0.751163 -0.10 -0.09 -0.18 0.06
H -4.272198 1.488432 0.318385 0.03 0.20 -0.03 0.09
C -1.417677 2.927444 -1.772978 0.99 -0.53 0.16 -0.15
H -0.836824 2.713333 -2.678765 -0.29 0.13 0.21 0.04
H -0.741994 3.217654 -0.960301 -0.16 0.05 -0.04 0.06
H -2.098213 3.767362 -1.990593 0.02 -0.34 0.12 0.11
C -3.445286 1.081750 -2.703673 0.08 -0.36 -0.04 -0.16
H -3.968110 1.992337 -3.050653 0.18 -0.41 0.06 0.10
H -4.178022 0.316814 -2.400394 0.14 0.27 -0.25 0.09
H -2.802125 0.688751 -3.509742 -0.41 0.16 0.24 0.06
P -0.629296 -3.148147 -0.316204 0.33 -0.34 0.09 0.78
C -1.667163 -3.741695 1.082047 0.06 0.64 0.11 -0.20
H -1.712857 -4.844519 1.010597 0.05 0.48 0.03 0.09
H -2.679723 -3.307464 1.022760 0.48 -0.29 0.07 0.06
H -1.186989 -3.437566 2.028655 -0.31 -0.23 -0.33 0.07
C -1.474402 -3.839112 -1.767812 -0.02 0.34 -0.07 -0.22
H -0.840141 -3.729706 -2.659231 -0.31 -0.28 0.15 0.04
H -2.427911 -3.308511 -1.927140 0.27 -0.36 0.00 0.07
H -1.657911 -4.903997 -1.548624 -0.03 0.34 -0.32 0.09
C 0.862583 -4.160587 -0.141812 -0.04 0.06 0.02 -0.24
H 0.539559 -5.211423 -0.200675 0.46 0.20 0.09 0.08
H 1.316499 -3.941942 0.838250 -0.07 -0.28 -0.34 0.07
H 1.574794 -3.922940 -0.945024 -0.07 -0.34 0.28 0.03
P 3.000445 0.416394 1.613992 -0.67 0.44 -0.37 0.89
C 3.175911 0.453899 3.379818 -0.10 -0.15 0.47 -0.13
H 4.190484 0.771527 3.649797 -0.01 -0.03 -0.20 0.10
H 3.008985 -0.543772 3.795447 0.05 -0.02 -0.07 0.10
H 2.465106 1.135624 3.855226 -0.01 -0.03 -0.27 0.07
C 4.223988 -0.583480 0.802261 0.34 -0.47 -0.08 -0.14
H 5.213804 -0.377622 1.227074 -0.09 -0.02 -0.09 0.10
H 4.255215 -0.413782 -0.276790 0.05 0.18 0.23 0.04
H 3.989529 -1.641835 0.967401 0.15 0.09 0.15 0.09
C 2.804675 2.028243 0.862930 0.17 0.45 -0.09 -0.15
H 3.558716 2.714536 1.274729 -0.12 -0.09 -0.20 0.10
H 1.798545 2.424997 1.069222 0.15 -0.15 0.18 0.05
H 2.919691 1.969528 -0.229272 0.15 0.02 0.42 0.05
Sn 0.444938 -0.532956 -1.109531 -3.23 -1.80 5.43 1.28
C -1.876207 -0.202621 -0.406449 -2.09 -0.06 1.70 -0.39
O -2.609724 -0.853611 0.345895 3.63 2.90 -3.71 0.02
C 1.363428 -0.350745 1.057433 -2.21 -1.20 2.31 -0.43
O 0.529579 -0.800711 1.824040 2.39 1.09 -2.31 -0.03
C 2.470141 -1.139499 -2.376068 0.05 0.09 -0.69 -0.07
C 2.486368 0.278703 -2.376910 0.16 0.26 -0.69 -0.09
C 1.363934 1.012088 -2.879624 0.41 -0.16 0.00 -0.06
C 0.258631 0.308332 -3.458810 0.60 0.63 -0.81 -0.10
C 0.263735 -1.100442 -3.506947 0.22 -0.03 -0.68 -0.07
C 1.308662 -1.816496 -2.860004 1.19 -0.14 -1.91 -0.15
H 3.324054 -1.732913 -1.998721 -0.60 0.41 -0.21 0.16
H 3.362645 0.821517 -1.973294 -0.65 -0.37 -0.43 0.14
H 1.344068 2.117921 -2.772785 0.09 -0.90 -0.31 0.16
H -0.549875 0.870857 -3.960367 0.52 -0.36 0.43 0.14
H -0.520489 -1.634220 -4.074819 0.37 0.23 0.62 0.17
H 1.328018 -2.902887 -2.953218 -0.10 0.22 0.32 0.14
C -0.486273 3.431891 3.904721 -0.09 -0.04 -0.12 -0.21
S -0.412509 1.852790 3.048171 -0.39 0.40 0.69 0.82
C -2.033393 1.197009 3.487854 0.47 0.05 -0.11 -0.20
O -0.475536 2.173041 1.570267 0.10 -0.26 -0.98 -0.61
H -0.459662 3.226174 4.978858 -0.01 0.09 -0.10 0.08
H -1.405337 3.961130 3.627368 0.20 -0.11 0.07 0.08
H 0.393411 4.015805 3.610345 -0.20 -0.15 0.09 0.07
H -2.798543 1.725265 2.921213 0.04 0.11 0.10 0.06
H -2.017884 0.143515 3.226096 -0.12 -0.11 0.04 0.05
H -2.175498 1.319620 4.557779 -0.09 -0.06 0.10 0.08
```
Forces are in eV/Å.

Output
Charge: +4
ΔE to the lowest compared entry with this formula, charge and spin (eV): 0.000
E_LUMO (spin up / spin down) (eV): -14.2 / -14.2
Frontier orbital gap (spin up / spin down) (eV): 5.50 / 5.50
Calculated total energy (a.u.): -2607.965963

# 3
Molecular formula: C10H16
Method: DFT, wB97M-V/def2-TZVPD

XYZ file:
```
26
Properties=species:S:1:pos:R:3:forces:R:3:lowdin_charge:R:1
C 1.121260 0.445342 -3.482946 0.98 0.07 0.17 -0.16
C 1.608589 1.509653 -2.463886 -0.75 -0.85 -0.13 -0.15
H 0.523520 0.918603 -4.253980 -0.21 -0.28 -0.11 0.06
H 1.948887 -0.099300 -3.949021 0.04 0.41 -0.21 0.06
H 0.593143 -0.351657 -2.979852 -0.61 0.00 0.08 0.05
H 1.084343 1.296280 -1.537895 0.08 0.24 0.31 0.03
H 1.298530 2.500909 -2.777800 0.33 0.19 -0.01 0.06
H 2.672262 1.444187 -2.264275 0.14 0.22 -0.10 0.06
C -0.047559 -2.065124 1.046551 0.76 0.07 -0.54 -0.22
C 0.569323 -2.381470 2.415515 0.04 0.77 -0.36 -0.09
C -0.659410 -0.683352 0.955684 0.59 -0.64 0.60 -0.25
C 0.217865 0.409372 1.045018 -0.72 -0.39 0.19 -0.06
C -2.015791 -0.478606 0.912005 -0.96 0.68 -0.08 -0.05
C -0.294065 1.693421 1.058628 0.51 -0.15 0.01 -0.09
C -2.530478 0.824559 0.904289 0.42 -0.78 0.31 -0.08
C -1.663181 1.889418 1.002222 -0.53 0.52 -0.39 -0.10
H 0.786318 -2.034904 0.337513 0.07 -0.19 -0.06 0.10
H -0.679172 -2.873476 0.669791 -0.32 0.23 0.28 0.11
H 1.175911 -3.282251 2.365173 -0.26 -0.24 0.23 0.07
H 1.265400 0.180893 1.207625 0.08 0.32 -0.30 0.11
H -2.745447 -1.283063 0.927542 0.35 -0.21 -0.15 0.11
H 0.385162 2.531771 1.109550 -0.03 0.14 0.08 0.10
H -3.600520 0.954766 0.891589 -0.12 0.20 -0.07 0.10
H -2.087175 2.884074 0.992743 0.17 0.16 0.07 0.10
H -0.182239 -2.383182 3.199687 -0.05 -0.41 0.11 0.07
H 1.254524 -1.566863 2.668527 0.00 -0.07 0.05 0.06
```
Forces are in eV/Å.

Output
ΔE to the lowest compared entry with this formula, charge and spin (eV): 0.459
E_LUMO (eV): 1.0
Frontier orbital gap (eV): 10.07
Calculated total energy (a.u.): -390.619008

# 4
Molecular formula: H5NOSi2
Method: DFT, wB97M-V/def2-TZVPD

XYZ file:
```
9
Properties=species:S:1:pos:R:3:forces:R:3:mulliken_spin:R:1
N 0.634200 -0.266336 -0.019287 -2.48 1.33 3.40 0.54
O -1.749597 0.809507 0.633256 -2.32 0.94 -1.08 0.25
Si -0.229913 -0.233920 -1.430023 1.51 0.75 -3.51 0.85
Si -0.474136 0.435258 1.344270 2.17 -0.63 -1.95 0.04
H 1.431211 -0.657522 0.342332 2.52 -1.13 0.25 -0.02
H 0.021368 0.863880 -2.390611 -0.21 0.14 0.51 0.04
H -1.402163 -0.923860 -1.625923 -1.97 -1.04 0.30 0.06
H -0.363972 -0.429314 2.409190 0.11 -1.48 1.86 0.04
H 0.540336 1.464273 1.495740 0.69 1.12 0.22 0.20
```
Forces are in eV/Å.

Output
⟨S²⟩: 2.009
ΔE to the lowest compared entry with this formula, charge and spin (eV): 0.000
2S+1: 3
E_LUMO (spin up / spin down) (eV): 0.7 / -4.2
Frontier orbital gap (spin up / spin down) (eV): 7.23 / 5.73
Calculated total energy (a.u.): -711.823225

# 5
Molecular formula: C4H8BN
Method: DFT, wB97M-V/def2-TZVPD

XYZ file:
```
14
Properties=species:S:1:pos:R:3:forces:R:3:mulliken_spin:R:1
B 1.023397 -0.619000 1.958674 0.42 -1.98 -0.23 0.20
C -0.151124 -0.511868 0.851240 -4.19 2.12 -4.66 0.46
C 0.480799 1.060014 -1.685798 -1.11 -2.73 1.73 0.00
C -1.190920 0.063134 -0.006585 -0.72 -2.60 6.82 0.31
C -0.965937 0.840938 -1.057654 3.05 3.49 -5.50 0.57
N 0.083700 -1.704238 1.283932 0.01 -0.74 1.11 0.30
H 0.731382 -0.372704 3.024811 -0.46 0.89 1.43 0.01
H 1.335830 0.783773 -0.976992 -1.22 1.07 -0.98 0.00
H 0.460871 2.003876 -2.179792 0.66 0.75 -0.10 0.01
H 0.512517 0.260923 -2.470794 0.06 0.58 0.23 0.05
H 2.094561 -0.649747 1.560994 1.31 0.26 -0.33 0.00
H -0.519503 -2.477519 1.014009 0.55 -0.04 0.37 0.02
H -2.252794 0.039421 0.514970 1.92 -0.35 -1.44 0.05
H -1.642780 1.282996 -1.831014 -0.26 -0.73 1.53 0.02
```
Forces are in eV/Å.

Output
⟨S²⟩: 2.014
ΔE to the lowest compared entry with this formula, charge and spin (eV): 1.773
2S+1: 3
E_LUMO (spin up / spin down) (eV): 0.9 / -3.1
Frontier orbital gap (spin up / spin down) (eV): 6.44 / 6.71
Calculated total energy (a.u.): -236.567845

# 6
Molecular formula: C14H35N5O2Re
Method: DFT, wB97M-V/def2-TZVPD

XYZ file:
```
57
Properties=species:S:1:pos:R:3:forces:R:3:mulliken_spin:R:1
Re 0.471176 0.810890 -1.079938 0.13 0.63 -0.64 0.00
N 0.022320 2.382371 -2.413561 -0.09 -0.01 0.02 0.00
C -0.230335 3.685442 -1.710981 -0.01 0.00 0.02 0.00
C -1.155955 3.347739 -0.574384 0.02 0.02 0.01 0.00
N -0.511067 2.240215 0.225084 0.02 -0.07 0.11 0.00
C 0.350677 2.726234 1.373005 -0.03 -0.03 0.05 0.00
C 1.803607 2.549699 1.013453 -0.03 -0.01 0.02 0.00
N 1.916523 1.162190 0.446836 -0.01 -0.12 0.04 0.00
H 0.749661 2.509634 -3.119066 0.04 0.01 0.06 0.00
H -0.836063 2.155057 -2.927386 0.05 0.00 -0.07 0.00
H -0.661357 4.414353 -2.397995 -0.03 -0.02 0.01 0.00
H 0.727131 4.072316 -1.363438 -0.01 0.02 -0.03 0.00
H -2.108481 2.970321 -0.953257 0.00 0.02 0.01 0.00
H -1.370300 4.205695 0.062008 0.02 0.00 0.00 0.00
H -1.282621 1.729972 0.664618 0.00 -0.02 -0.03 0.00
H 0.105166 2.122316 2.247673 -0.01 0.00 0.01 0.00
H 0.110463 3.761000 1.613409 0.01 0.00 -0.02 0.00
H 2.454506 2.667830 1.880513 -0.01 -0.01 0.00 0.00
H 2.130912 3.249053 0.245476 0.01 0.00 0.01 0.00
H 1.760923 0.502804 1.216989 0.03 -0.02 -0.01 0.00
H 2.878546 0.994952 0.153116 0.00 0.04 0.00 0.00
C 3.564085 1.242484 -2.143754 0.00 -0.04 0.02 0.00
O 2.203155 0.751508 -2.385450 -0.03 0.13 -0.16 0.00
C 2.149416 -0.225137 -3.478082 0.01 -0.10 0.08 0.00
C 0.703506 -0.312774 -3.858758 0.03 -0.01 -0.02 0.00
O -0.038176 -0.488064 -2.588574 0.21 -0.21 0.19 0.00
C -0.484955 -1.881866 -2.368330 -0.18 0.06 -0.01 0.00
H 4.005816 1.499969 -3.104163 0.01 0.00 0.01 0.00
H 4.161919 0.470703 -1.657386 0.00 0.00 0.00 0.00
H 3.488247 2.146568 -1.544809 0.00 0.01 0.00 0.00
H 2.549325 -1.175886 -3.118749 0.01 0.01 -0.02 0.00
H 2.760776 0.131467 -4.307686 -0.01 0.03 0.01 0.00
H 0.493160 -1.150759 -4.520806 0.01 -0.03 0.04 0.00
H 0.323306 0.594123 -4.324086 0.00 -0.01 0.00 0.00
H -0.982403 -2.221871 -3.273591 -0.03 0.02 0.02 0.00
H -1.195347 -1.846883 -1.547362 0.03 0.00 0.03 0.00
H 0.380329 -2.500401 -2.138712 0.00 0.00 -0.03 0.00
C -0.370106 -2.896278 1.631128 0.08 0.01 -0.07 0.08
C -1.009049 -3.961200 2.663461 0.02 -0.01 0.00 0.02
N -2.022834 -3.219247 3.335673 -0.05 -0.09 0.06 0.54
C -3.119278 -2.852582 2.502679 -0.02 0.01 0.00 0.02
C -2.479399 -1.796442 1.462066 -0.04 0.07 -0.08 0.07
N -1.059115 -1.615853 1.738659 -0.20 -0.31 0.39 0.10
C -0.907450 -1.110072 3.098068 0.05 0.07 0.00 0.08
C -1.528420 -2.162687 4.154007 0.00 0.01 0.03 0.03
H -0.465630 -3.296062 0.623225 -0.03 -0.01 0.01 0.00
H 0.683859 -2.775131 1.876325 0.00 0.00 -0.01 0.00
H -0.253184 -4.308192 3.364689 0.00 0.00 -0.01 0.01
H -1.442156 -4.802200 2.126988 0.01 0.00 0.00 0.01
H -3.907574 -2.380560 3.085068 0.01 0.00 -0.01 0.01
H -3.507391 -3.721033 1.975408 -0.01 0.01 0.00 0.01
H -3.006581 -0.850133 1.574188 0.01 -0.01 -0.01 0.01
H -2.630239 -2.175295 0.452679 0.02 -0.03 0.01 0.01
H -1.437755 -0.165380 3.209998 0.00 0.00 0.00 0.00
H 0.146374 -0.974362 3.337569 0.00 -0.01 0.00 0.00
H -2.336006 -1.702676 4.719363 0.01 0.00 0.00 0.01
H -0.755671 -2.527890 4.826866 -0.01 0.01 0.00 0.01
```
Forces are in eV/Å.

Output
Charge: +4
⟨S²⟩: 0.756
2S+1: 2
E_LUMO (spin up / spin down) (eV): -14.1 / -14.1
Frontier orbital gap (spin up / spin down) (eV): 6.46 / 7.90
Calculated total energy (a.u.): -1055.322693